26
Properties=species:S:1:pos:R:3:nbo_charge:R:1 method="wB97M-V/def2-TZVPD" gap_ev=7.896 homo_energy_ev=-7.70 spin_multiplicity=1 total_energy_ha=-1074.35390 de_lowest_kcal_mol=61.9 lumo_ev=0.20
C 2.137 1.442 -2.743 -0.204
C 2.035 0.998 -1.629 -0.050
C -0.201 -3.187 0.550 -0.213
C 0.636 -2.580 1.519 -0.179
C -0.349 -2.574 -0.631 -0.221
C 1.485 -1.527 1.158 -0.217
C 0.465 -1.516 -1.004 -0.205
C 1.315 -0.891 -0.036 -0.061
C 0.560 1.530 0.803 0.895
C -2.876 1.641 0.063 -0.662
C -1.729 2.487 0.488 -0.062
C 2.035 0.369 -0.376 -0.178
O 0.864 1.705 1.927 -0.563
O -0.399 1.810 0.062 -0.521
Cl 3.461 0.793 0.499 0.041
H 1.863 1.570 -3.719 0.225
H -0.791 -4.016 0.922 0.210
H 0.620 -3.053 2.384 0.197
H -0.945 -3.027 -1.315 0.205
H 2.223 -1.152 1.786 0.224
H 0.597 -1.101 -1.989 0.223
H -2.703 0.539 0.271 0.243
H -3.902 1.882 0.464 0.241
H -3.056 1.802 -1.016 0.221
H -1.732 2.568 1.532 0.199
H -1.617 3.488 0.030 0.210